Record 1
{"formula": "C5H10N2O2", "method": "ωB97M-V/def2-TZVPD", "species": ["C", "C", "C", "C", "C", "N", "N", "O", "O", "H", "H", "H", "H", "H", "H", "H", "H", "H", "H"], "coordinates": [[-0.57064, -0.32962, -0.03623], [0.54780, 0.60626, -0.57873], [-0.71434, -1.58749, -0.91922], [-0.36204, -0.74520, 1.41988], [0.84752, 1.80180, 0.31734], [-1.89004, 0.24634, -0.13538], [1.67025, -0.24596, -0.87005], [-2.06164, 1.21449, -0.83427], [2.73382, 0.01361, -0.33623], [0.17839, 0.95051, -1.55765], [-1.14095, -1.44348, 1.71251], [0.16548, -2.21057, -0.79153], [-1.60137, -2.14327, -0.62522], [-0.79856, -1.31020, -1.96692], [0.60629, -1.22666, 1.52960], [-0.40776, 0.11596, 2.08070], [-0.06501, 2.33634, 0.56670], [1.34368, 1.47640, 1.22914], [1.51910, 2.48074, -0.20442]], "atomic_forces_ev_per_a": [[1.27, -0.42, -0.46], [-0.83, 0.86, 0.66], [0.07, 0.03, 0.14], [-0.13, 0.21, -0.20], [0.12, -0.26, -0.19], [-1.72, 1.00, -0.07], [1.95, -0.63, -0.07], [0.65, -0.73, 0.40], [-1.51, 0.09, -0.43], [0.17, -0.15, 0.08], [-0.05, -0.07, 0.03], [-0.02, -0.08, -0.03], [-0.07, -0.03, 0.03], [0.00, 0.01, -0.10], [0.09, -0.04, 0.01], [0.03, 0.05, 0.10], [-0.05, 0.01, -0.01], [0.00, 0.06, 0.05], [0.03, 0.07, 0.06]], "mulliken_charge": [1.202, 0.335, -1.674, -1.701, -1.377, -0.128, 0.007, -0.341, -0.378, 0.500, 0.427, 0.370, 0.510, 0.376, 0.360, 0.385, 0.373, 0.347, 0.406], "multiplicity": 1, "lumo_energy_ev": [-0.177, -0.177], "homo_energy_ev": [-9.18, -9.18], "de_lowest_ev": 5.593, "smiles": "C[C@@H](N=O)C(C)(C)N=O"}

=====

Record 2
{"formula": "C30H61N4O11PS2", "method": "ωB97M-V/def2-TZVPD", "species": ["O", "C", "O", "C", "C", "S", "O", "O", "N", "S", "O", "O", "P", "O", "O", "H", "H", "H", "H", "H", "H", "H", "C", "C", "C", "C", "C", "C", "N", "O", "C", "C", "C", "H", "H", "H", "H", "H", "H", "H", "H", "H", "H", "H", "H", "H", "H", "H", "H", "H", "H", "C", "C", "C", "C", "C", "C", "N", "O", "C", "C", "C", "H", "H", "H", "H", "H", "H", "H", "H", "H", "H", "H", "H", "H", "H", "H", "H", "H", "H", "C", "C", "C", "C", "C", "C", "N", "O", "C", "C", "C", "H", "H", "H", "H", "H", "H", "H", "H", "H", "H", "H", "H", "H", "H", "H", "H", "H", "H"], "coordinates": [[0.20159, 4.22299, 2.11483], [-0.96339, 4.06155, 1.85440], [-1.49970, 4.44622, 0.68134], [-1.93920, 3.44204, 2.82174], [-3.42663, 3.56195, 2.53366], [-4.11100, 2.67865, 1.10675], [-5.11590, 1.79226, 1.64668], [-4.57230, 3.69619, 0.19324], [-2.91377, 1.91994, 0.38156], [-2.06329, 0.73222, 1.02217], [-2.59674, 0.23298, 2.28436], [-0.65208, 1.07882, 1.03237], [-2.35665, -0.85890, -0.50075], [-2.70547, 0.14795, -1.74213], [-0.80918, -1.15571, -0.89661], [-0.92608, 5.13131, 0.31155], [-1.65153, 2.40234, 2.98628], [-1.73313, 3.96381, 3.76112], [-3.98266, 3.20056, 3.39716], [-3.69836, 4.60489, 2.36836], [-3.33013, 0.83686, -1.45257], [-0.48683, -0.46506, -1.49699], [2.56295, -4.29704, -2.07755], [2.09153, -3.38297, -3.21844], [2.69973, -3.80957, -4.55968], [4.17871, -3.45669, -4.69831], [4.39442, -1.96272, -4.46237], [3.85254, -1.48367, -3.11159], [2.43121, -1.94403, -2.95408], [1.60234, -1.14191, -3.50881], [4.75541, -1.98533, -1.97371], [3.86840, 0.04083, -3.04287], [0.57475, -3.51746, -3.26700], [2.48895, -5.33690, -2.39979], [3.58416, -4.12906, -1.75789], [1.92029, -4.16444, -1.20658], [2.14475, -3.31761, -5.36482], [2.54480, -4.88420, -4.68027], [4.77914, -4.05114, -4.00343], [4.52237, -3.71810, -5.70152], [5.45759, -1.71193, -4.51266], [3.89693, -1.40368, -5.26119], [4.25847, -1.87832, -1.00884], [5.66271, -1.38034, -1.95612], [5.07299, -3.01815, -2.09141], [3.33058, 0.49059, -3.87305], [4.90603, 0.37874, -3.07693], [3.41803, 0.39189, -2.11361], [0.13786, -3.09851, -2.36025], [0.30980, -4.57555, -3.32503], [0.14074, -3.00551, -4.12223], [3.24959, 3.50183, 0.60253], [3.18723, 4.19125, -0.76823], [3.58557, 3.23004, -1.89550], [5.08300, 2.94586, -1.95527], [5.86675, 4.25155, -2.06491], [5.54855, 5.23878, -0.93673], [4.05952, 5.41232, -0.82627], [3.61738, 6.29066, -1.64735], [6.17570, 4.75186, 0.37866], [6.16553, 6.60079, -1.23992], [1.73295, 4.60123, -0.95427], [2.77664, 2.52165, 0.53002], [4.25023, 3.34682, 0.99014], [2.69029, 4.07366, 1.34266], [3.27098, 3.66183, -2.85134], [3.02115, 2.30441, -1.76689], [5.39710, 2.37514, -1.07653], [5.30041, 2.31805, -2.82254], [6.94380, 4.06013, -2.05800], [5.63313, 4.72459, -3.02420], [5.75687, 5.28854, 1.23066], [7.24858, 4.94759, 0.34739], [6.05693, 3.68551, 0.54766], [5.85184, 6.98126, -2.20810], [7.25214, 6.49623, -1.24281], [5.88788, 7.33104, -0.47898], [1.45130, 5.36297, -0.22719], [1.10728, 3.72448, -0.77803], [1.53057, 4.98066, -1.95386], [-4.44158, -2.03740, 3.98837], [-5.78603, -2.24951, 3.27485], [-6.92752, -2.43518, 4.28245], [-6.91835, -3.79298, 4.97991], [-6.93252, -4.91979, 3.95024], [-5.78551, -4.82094, 2.93955], [-5.75117, -3.43813, 2.35458], [-6.56397, -3.31971, 1.37216], [-4.45722, -5.20222, 3.61196], [-5.99994, -5.81529, 1.80208], [-6.02081, -0.98742, 2.45646], [-4.58068, -1.31300, 4.79239], [-4.01660, -2.93255, 4.42892], [-3.71037, -1.62031, 3.29591], [-7.88075, -2.31553, 3.75667], [-6.86711, -1.62660, 5.01398], [-6.04691, -3.87704, 5.63592], [-7.79708, -3.88037, 5.62363], [-6.87509, -5.89624, 4.44072], [-7.88343, -4.89038, 3.40828], [-3.61054, -4.89602, 2.99664], [-4.42164, -6.28694, 3.72623], [-4.33566, -4.77877, 4.60494], [-6.96805, -5.68386, 1.32663], [-5.94638, -6.82682, 2.20999], [-5.22726, -5.70426, 1.04062], [-5.28030, -0.89080, 1.66535], [-5.91074, -0.11780, 3.10270], [-7.01144, -0.96593, 2.00659]], "atomic_forces_ev_per_a": [[0.08, 0.28, 0.15], [0.03, -0.31, -0.27], [-0.30, 0.53, 0.42], [-0.02, -0.07, 0.08], [0.08, 0.26, 0.04], [-0.04, 0.06, -0.07], [-0.02, 0.03, 0.02], [-0.05, -0.02, -0.04], [-0.02, -0.11, 0.17], [-0.11, -0.05, -0.10], [0.06, 0.01, -0.01], [0.05, 0.06, -0.07], [0.13, 0.01, 0.00], [-0.27, -0.30, -0.07], [-0.21, -0.18, -0.22], [0.25, -0.31, -0.21], [0.08, 0.09, -0.03], [-0.02, -0.09, 0.04], [-0.01, -0.10, -0.06], [-0.04, -0.04, -0.07], [0.25, 0.23, 0.09], [0.24, 0.06, 0.16], [0.08, 0.10, 0.07], [-0.05, -0.47, 0.45], [0.13, 0.16, -0.15], [-0.05, 0.02, 0.05], [-0.06, -0.10, -0.15], [0.37, 0.03, 0.47], [0.08, -0.06, -0.99], [-0.23, 0.21, 0.28], [-0.05, -0.04, 0.04], [-0.01, -0.14, -0.13], [-0.13, 0.10, -0.03], [-0.08, 0.00, 0.00], [0.03, -0.03, -0.05], [0.01, 0.04, 0.00], [-0.02, 0.06, 0.05], [-0.01, 0.00, 0.01], [-0.01, 0.02, 0.03], [0.02, -0.02, 0.01], [0.00, 0.00, 0.00], [-0.06, 0.02, 0.05], [0.00, -0.01, 0.00], [-0.02, 0.03, -0.01], [0.00, -0.01, -0.01], [-0.06, 0.01, 0.01], [-0.08, -0.15, 0.01], [0.05, -0.13, -0.05], [-0.06, 0.00, -0.04], [0.08, -0.01, 0.02], [0.03, 0.03, 0.00], [0.17, 0.01, 0.12], [-0.25, -0.35, 0.58], [0.14, 0.05, -0.14], [-0.01, 0.11, 0.00], [-0.09, -0.09, -0.11], [0.34, 0.00, 0.50], [0.07, -0.33, -0.95], [-0.12, 0.33, 0.19], [-0.05, 0.00, 0.04], [-0.01, 0.04, -0.13], [-0.15, 0.09, -0.19], [-0.11, 0.04, -0.01], [0.02, -0.03, -0.08], [-0.01, 0.02, -0.03], [0.01, 0.07, 0.02], [-0.02, 0.18, 0.02], [0.00, 0.00, 0.03], [0.03, 0.14, 0.09], [0.01, 0.01, 0.00], [-0.05, 0.05, 0.04], [-0.01, -0.01, 0.00], [-0.01, 0.03, -0.02], [-0.01, 0.00, -0.01], [-0.05, 0.01, 0.02], [-0.01, -0.01, 0.01], [-0.01, -0.01, 0.01], [0.07, 0.00, 0.02], [0.01, -0.01, 0.03], [0.07, 0.02, 0.00], [0.09, -0.18, -0.06], [0.57, 0.36, 0.25], [-0.17, -0.18, 0.01], [0.05, 0.04, -0.04], [-0.14, 0.09, 0.07], [0.54, -0.29, 0.11], [-0.96, -0.02, 0.29], [0.18, 0.03, -0.33], [0.03, 0.05, -0.01], [-0.13, -0.02, -0.04], [-0.20, -0.10, -0.10], [-0.02, 0.07, -0.05], [-0.05, 0.01, 0.06], [-0.02, 0.00, 0.00], [0.04, -0.03, -0.07], [0.00, 0.02, -0.01], [0.03, 0.00, -0.03], [0.01, -0.01, 0.03], [0.00, 0.00, -0.01], [0.04, 0.03, -0.06], [0.00, 0.02, 0.01], [-0.02, 0.00, -0.04], [-0.01, 0.01, 0.00], [0.02, 0.05, -0.02], [0.02, 0.01, 0.01], [0.00, 0.01, 0.01], [0.02, 0.01, 0.03], [0.05, -0.01, 0.00], [0.00, -0.03, 0.00]], "lowdin_spin": [0.000, 0.000, 0.000, 0.000, 0.000, 0.000, 0.000, 0.000, 0.000, 0.000, 0.000, 0.000, 0.000, 0.000, 0.000, 0.000, 0.000, 0.000, 0.000, 0.000, 0.000, 0.000, 0.003, 0.026, 0.017, 0.001, 0.016, 0.025, 0.384, 0.519, 0.003, -0.001, -0.001, 0.000, 0.000, 0.001, 0.002, 0.002, 0.000, 0.001, 0.002, 0.002, 0.001, 0.000, 0.000, 0.000, 0.000, 0.000, 0.000, 0.000, 0.000, 0.003, 0.026, 0.017, 0.001, 0.016, 0.026, 0.385, 0.517, 0.004, -0.001, -0.001, 0.000, 0.000, 0.001, 0.002, 0.001, 0.000, 0.001, 0.002, 0.002, 0.002, 0.000, 0.000, 0.000, 0.000, 0.000, 0.000, 0.000, 0.000, 0.003, 0.025, 0.017, 0.001, 0.016, 0.026, 0.384, 0.519, 0.003, -0.001, -0.001, 0.000, 0.000, 0.001, 0.002, 0.002, 0.000, 0.001, 0.002, 0.002, 0.002, 0.000, 0.000, 0.000, 0.000, 0.000, 0.000, 0.000, 0.000], "multiplicity": 4, "lumo_energy_ev": [2.070, 2.069], "homo_energy_ev": [-5.59, -5.60], "charge": -1}

=====

Record 3
{"formula": "C9H24ClIIrN5OP2", "method": "ωB97M-V/def2-TZVPD", "species": ["C", "C", "H", "H", "H", "O", "I", "Ir", "P", "C", "C", "H", "H", "H", "H", "H", "H", "C", "H", "H", "H", "P", "C", "C", "H", "H", "H", "C", "H", "H", "H", "H", "H", "H", "Cl", "N", "N", "N", "C", "N", "N", "H", "H", "H"], "coordinates": [[0.95236, 0.91416, -2.07319], [2.12364, 0.81767, -1.04602], [0.83770, 2.03430, -2.09134], [-0.11866, 0.58342, -1.84543], [1.23529, 0.57487, -3.11609], [2.31498, 1.93874, -0.53308], [1.94750, -1.79858, 2.04326], [-2.13243, 0.17906, -0.10207], [2.70687, -1.00049, -0.47173], [3.46170, 0.06698, 0.81283], [3.71378, -2.77573, -0.39536], [4.75758, -2.60535, -0.66719], [4.65659, -1.39797, -2.06877], [3.24299, -3.43267, -1.16274], [3.05572, -1.37675, -2.88888], [3.47072, -0.08780, 1.92922], [3.75621, -3.28297, 0.58716], [3.70138, -0.84398, -2.14359], [4.48593, 0.18823, 0.55023], [3.87374, 0.22294, -2.38406], [2.87828, 1.00188, 0.86171], [-3.89130, -1.10466, -0.15026], [-4.08734, 0.12271, 1.18334], [-3.59604, -0.33964, -1.75342], [-2.70753, -3.19379, -0.57505], [-4.28523, -3.12747, 0.39651], [-2.62432, -2.81719, 1.19779], [-3.25135, -2.76292, 0.28237], [-3.40614, -1.09867, -2.52157], [-4.66897, 0.00893, -1.68147], [-5.13250, 0.25923, 0.89219], [-3.48787, 1.07979, 1.15840], [-2.94418, 0.58756, -1.92264], [-3.91192, -0.35250, 2.16907], [-0.79287, -1.61663, -1.42423], [-1.28195, 4.34340, 2.49522], [-0.81726, 3.07937, 1.99443], [-0.01666, 2.31065, 2.79966], [-0.07389, 1.12621, 2.24712], [-0.83634, 1.18616, 1.04042], [-1.38915, 2.41049, 0.98341], [-1.70586, 4.85965, 1.71433], [-0.43792, 4.82124, 2.88593], [0.42471, 0.29812, 2.79361]], "atomic_forces_ev_per_a": [[-0.09, 1.63, -1.82], [-5.87, 4.75, -0.19], [0.16, -1.06, -0.59], [2.27, -0.33, 0.22], [-0.38, 0.12, 1.28], [0.95, -4.98, -1.37], [-1.41, -0.96, 1.54], [2.94, -0.07, -2.64], [3.91, -0.07, -1.35], [0.57, 0.17, 2.11], [-0.85, -1.18, 0.13], [-0.38, 0.60, -0.07], [-0.58, 0.74, -0.23], [0.22, 0.57, 0.61], [0.39, 0.71, 0.46], [0.50, -0.77, -0.72], [-0.70, 0.54, -0.50], [-0.15, 0.33, 0.66], [1.01, 0.55, -0.08], [0.00, -0.66, -0.44], [0.96, -0.55, -0.06], [0.36, -3.03, 0.41], [-0.55, 0.12, 1.14], [-1.90, 0.64, -0.64], [-0.48, 0.20, 0.34], [0.84, -1.35, 0.41], [-0.60, 0.21, -0.54], [-0.83, 0.13, 0.05], [-0.14, 0.29, 0.23], [0.95, 0.41, -1.43], [-0.15, 1.10, 1.09], [-1.06, -0.39, 0.26], [-0.34, -0.56, -0.01], [-0.64, 0.22, -0.57], [-0.06, 0.03, 0.72], [1.20, -0.97, -0.66], [-0.63, -0.78, 0.53], [-1.52, 1.19, -1.26], [-0.58, 0.59, -1.32], [1.14, 1.02, 3.70], [2.67, 0.99, 2.10], [0.40, -0.18, 0.30], [-0.96, -0.40, -0.52], [-0.60, 0.45, -1.27]], "lowdin_spin": [0.003, -0.004, 0.000, 0.006, 0.001, -0.009, 0.771, 1.683, 0.032, 0.144, -0.001, 0.000, 0.000, 0.000, 0.001, 0.042, 0.000, 0.005, 0.015, 0.001, 0.003, 0.411, 0.163, 0.116, 0.003, 0.009, 0.012, 0.099, 0.002, 0.020, 0.026, 0.041, 0.041, 0.005, 0.225, 0.009, 0.029, -0.001, 0.016, 0.029, 0.051, 0.001, 0.000, 0.002], "multiplicity": 5, "lumo_energy_ev": [-8.436, -8.767], "homo_energy_ev": [-13.66, -15.07], "de_lowest_ev": 6.094, "charge": 2}

=====

| no. | E_tot (eV) |
| --- | --- |
| 1 | -12417.8794 |
| 2 | -91540.2884 |
| 3 | -61230.5424 |